24
Properties=species:S:1:pos:R:3:forces:R:3 method="wB97M-V/def2-TZVPD" total_energy_ha=-497.00292 homo_lumo_gap_ev=10.0 smiles="CNC(C)=O.CNC(C)=O"
C -0.071791 -0.265224 2.351755 0.754 1.581 1.823
C 2.322472 -2.055307 -0.035516 -0.632 -2.058 -1.015
C 0.794621 -1.362743 1.812029 2.024 -0.898 -1.457
O 1.129015 -2.357556 2.429893 -0.720 0.315 0.671
N 1.367468 -1.162574 0.560853 -1.683 1.483 0.339
H 0.473389 0.085196 3.269626 -0.351 -0.794 -0.337
H 0.822792 -0.456585 0.050120 1.003 -0.471 -0.281
H 2.308721 -2.114591 -1.140338 -0.384 0.748 0.424
H -0.134583 0.758383 1.904280 -0.337 -1.381 -0.769
H -1.009728 -0.657844 2.730763 -0.209 0.125 -0.280
H 3.347152 -1.911465 0.224764 0.681 0.642 0.542
H 2.130551 -3.123378 0.216830 -0.201 0.758 0.317
C -0.050451 2.666863 -0.597028 0.452 -0.990 2.094
C -2.185129 -0.222846 -1.880812 -0.828 -0.339 0.573
C -1.691577 0.966514 -1.131683 0.723 0.928 0.952
O -2.411719 1.542758 -0.345465 -0.327 0.267 -0.093
N -0.326373 1.345862 -1.166496 -1.927 -0.352 -1.030
H 0.153642 1.066876 -2.011946 0.097 0.251 0.045
H 1.019885 2.800009 -0.793723 -0.243 0.430 0.400
H -2.731307 -0.049676 -2.805987 0.596 0.461 -0.311
H -0.638737 3.534898 -0.959111 0.135 -0.805 0.033
H -0.252276 2.496981 0.548545 0.547 0.961 -2.162
H -1.363931 -0.907773 -1.986637 0.067 -0.676 -0.363
H -3.002104 -0.616773 -1.244717 0.762 -0.186 -0.114